No. 1
# C37H38N7O3PSW

A molecular structure, C37H38N7O3PSW (ωB97M-V/def2-TZVPD, OMol25).

Structure (XYZ):
```
88
C37H38N7O3PSW (ωB97M-V/def2-TZVPD)
W 0.761 0.061 -0.086
C 2.378 -0.876 4.456
O 2.083 0.461 3.920
C 1.664 0.593 2.720
O 1.516 -0.351 1.896
N 1.384 1.860 2.364
N 0.899 2.098 1.064
H 2.434 -0.727 5.528
H 3.337 -1.198 4.061
H 1.573 -1.553 4.187
H 1.516 2.628 3.011
H 1.547 2.729 0.588
H 0.001 2.584 1.121
N 0.057 -2.810 0.924
P -0.930 -1.423 1.069
C -2.488 -1.757 0.260
C -3.536 -2.273 1.034
C -4.727 -2.639 0.426
C -4.885 -2.479 -0.945
C -3.853 -1.957 -1.716
C -2.657 -1.598 -1.120
C -1.210 -1.170 2.809
C -1.162 -2.223 3.725
C -1.445 -1.982 5.062
C -1.770 -0.700 5.486
C -1.823 0.350 4.576
C -1.546 0.116 3.238
C 0.771 -2.991 -0.240
C 1.159 -4.259 -0.677
C 1.865 -4.378 -1.847
C 2.189 -3.227 -2.585
C 1.800 -2.017 -2.100
N 1.096 -1.874 -0.933
H -0.231 -3.664 1.387
H -3.438 -2.380 2.106
H -5.533 -3.042 1.023
H -5.820 -2.758 -1.413
H -3.986 -1.831 -2.783
H -1.858 -1.199 -1.732
H -0.922 -3.234 3.420
H -1.420 -2.798 5.772
H -1.995 -0.520 6.530
H -2.096 1.341 4.912
H -1.626 0.930 2.521
H 0.886 -5.130 -0.097
H 2.165 -5.356 -2.202
H 2.736 -3.289 -3.515
H 2.056 -1.102 -2.619
N 7.962 0.203 -1.188
C 7.014 1.151 -1.194
O 7.187 2.337 -1.344
C 5.572 0.720 -0.938
C 5.170 -0.332 -0.124
C 3.830 -0.505 0.161
N 2.881 0.318 -0.330
C 3.275 1.327 -1.154
C 4.588 1.557 -1.467
H 8.917 0.492 -1.350
H 7.768 -0.782 -1.177
H 5.888 -1.004 0.328
H 3.493 -1.304 0.805
H 2.497 1.974 -1.545
H 4.879 2.398 -2.084
N -0.027 0.620 -1.814
S -0.628 2.114 -2.375
C -1.308 2.849 -0.934
C -2.280 2.196 -0.173
C -2.816 2.869 0.912
C -2.405 4.173 1.204
C -1.452 4.814 0.422
C -0.892 4.152 -0.666
C -2.038 1.670 -3.378
C -3.015 2.653 -3.487
C -4.067 2.437 -4.364
C -4.122 1.273 -5.118
C -3.125 0.311 -5.006
C -2.061 0.505 -4.137
H 0.006 -0.007 -2.620
H -2.636 1.208 -0.443
H -3.583 2.396 1.512
H -2.858 4.702 2.033
H -1.164 5.835 0.639
H -0.167 4.650 -1.301
H -2.973 3.569 -2.911
H -4.841 3.187 -4.461
H -4.941 1.118 -5.808
H -3.164 -0.585 -5.610
H -1.285 -0.249 -4.096
```

Values from the calculation:
frontier orbital gap (alpha / beta) = 6.558 / 6.408 eV
relative energy (zero: lowest compared OMol25 entry of this formula, charge and spin) = 9.63 kcal/mol
spin multiplicity = 3
⟨S²⟩ = 2.02
highest occupied orbital energy (alpha / beta) = -18.79 / -18.78 eV
charge = +4

---

No. 2
# ClH4NSi

A single ClH4NSi molecule in a non-equilibrium geometry (ωB97M-V/def2-TZVPD, OMol25).

Structure (XYZ):
```
7
ClH4NSi (ωB97M-V/def2-TZVPD)
N 0.791 0.444 -0.012
Si -0.738 -0.293 -0.134
Cl 2.570 -0.117 0.386
H 0.772 1.441 0.324
H -1.304 -0.651 1.073
H -0.674 -1.565 -0.933
H -1.416 0.740 -0.704
```

Values from the calculation:
frontier orbital gap = 9.387 eV
relative energy (zero: lowest compared OMol25 entry of this formula, charge and spin) = 86.06 kcal/mol
highest occupied orbital energy = -9.75 eV
charge = 0

---

No. 3
# C30H27Br4N8O9S2TeW

A molecular structure, C30H27Br4N8O9S2TeW in a non-equilibrium geometry (ωB97M-V/def2-TZVPD, OMol25).

Structure (XYZ):
```
82
C30H27Br4N8O9S2TeW (ωB97M-V/def2-TZVPD)
W 0.495 0.248 -0.787
Br -4.345 -3.159 2.814
C -3.067 -2.705 1.499
C -2.560 -3.675 0.644
Br -3.134 -5.467 0.767
C -1.610 -3.328 -0.323
Br -0.888 -4.556 -1.549
C -1.166 -2.020 -0.420
O -0.249 -1.586 -1.272
C -1.677 -1.039 0.450
O -1.153 0.182 0.300
C -2.629 -1.379 1.393
Br -3.327 0.005 2.458
O 2.857 -1.469 2.044
C 2.501 -0.785 1.124
O 1.379 -1.007 0.421
C 3.190 0.421 0.602
C 4.486 0.734 0.707
C 4.990 1.910 0.019
C 4.232 2.650 -0.828
C 2.878 2.283 -0.986
C 2.265 1.249 -0.170
O 1.091 1.578 0.509
N 2.051 2.788 -1.902
O 2.279 3.739 -2.659
O 0.889 2.192 -1.976
N 6.386 2.270 0.190
O 6.814 3.246 -0.403
O 7.067 1.559 0.906
H 5.166 0.107 1.266
H 4.656 3.474 -1.384
N -1.405 0.361 6.880
C -0.884 0.252 5.591
C -0.429 -0.969 5.099
C 0.102 -1.016 3.821
N 0.189 0.038 3.016
C -0.234 1.202 3.497
C -0.762 1.367 4.766
H -1.804 -0.494 7.236
H -2.032 1.141 7.003
H -0.492 -1.867 5.702
H 0.472 -1.953 3.415
H -0.174 2.046 2.817
H -1.098 2.342 5.098
N -0.948 1.486 -3.509
C -2.065 1.501 -4.234
C -2.952 0.627 -3.644
C -2.269 0.125 -2.538
N -1.049 0.655 -2.461
H -0.109 2.052 -3.566
H -2.148 2.124 -5.108
H -3.950 0.385 -3.962
H -2.604 -0.591 -1.809
Te 2.276 -0.482 -2.794
C 1.254 -1.989 -3.826
C 1.627 -3.298 -3.928
C 0.779 -4.056 -4.782
C -0.225 -3.308 -5.316
S -0.135 -1.684 -4.783
H 2.471 -3.707 -3.391
H 0.906 -5.112 -4.977
H -1.016 -3.628 -5.975
C 0.244 7.579 -2.295
C -0.005 6.080 -2.246
N -0.944 5.709 -1.183
C -0.772 4.577 -0.423
S -2.023 3.491 -0.177
N 0.425 4.385 0.144
C 1.504 5.340 0.319
C 2.143 5.136 1.684
H 0.924 7.824 -3.113
H 0.685 7.932 -1.362
H -0.688 8.125 -2.451
H 0.924 5.530 -2.114
H -0.413 5.745 -3.205
H -1.911 5.769 -1.462
H 0.552 3.460 0.542
H 1.087 6.344 0.230
H 2.263 5.224 -0.461
H 1.421 5.312 2.483
H 2.986 5.815 1.815
H 2.516 4.115 1.783
```

Values from the calculation:
frontier orbital gap = 6.244 eV
relative energy (zero: lowest compared OMol25 entry of this formula, charge and spin) = 20.15 kcal/mol
highest occupied orbital energy = -5.40 eV
charge = -1

---

No. 4
# C29H36ClF6IN2O2P2S2

2 unconnected molecules or ions with the total composition C29H36ClF6IN2O2P2S2 in a non-equilibrium geometry (ωB97M-V/def2-TZVPD, OMol25).

Structure (XYZ):
```
81
C29H36ClF6IN2O2P2S2 (ωB97M-V/def2-TZVPD)
C 0.557 2.559 3.278
C 1.212 2.747 2.024
C 1.945 2.858 0.539
N 3.170 3.733 0.393
C 3.572 4.279 1.587
C 4.809 3.611 2.493
C 2.929 5.675 2.242
N 0.835 3.335 -0.419
I 0.655 5.417 -0.640
C 0.079 2.332 -1.027
C -1.149 2.810 -2.019
C -2.588 3.030 -1.266
C -2.503 3.733 0.212
O -3.208 1.705 -1.110
C -4.542 1.811 -1.750
C -5.388 0.474 -1.223
C -5.737 0.369 0.376
C -6.557 -0.966 0.911
C -6.960 -2.081 -0.235
C -6.597 -1.981 -1.839
C -5.769 -0.654 -2.355
C 0.569 0.789 -0.610
S -0.775 0.232 0.601
C 0.564 -0.230 -1.894
C 0.619 -1.825 -1.517
C -0.904 -2.512 -1.568
O 1.360 -2.151 -0.289
C 1.572 -3.608 -0.141
C 0.784 -4.194 1.209
C 0.463 -5.782 1.474
C -0.287 -6.203 2.897
C -0.725 -5.109 4.068
C -0.407 -3.504 3.747
C 0.348 -3.062 2.324
C 2.032 1.271 0.028
Cl 2.528 0.299 1.572
P 3.608 1.072 -1.054
S 3.402 2.188 -2.651
H 0.044 1.965 4.177
H 5.520 4.525 2.784
H 5.465 2.855 1.887
H 4.375 3.194 3.499
H 3.183 6.623 1.569
H 1.755 5.510 2.230
H 3.246 5.827 3.358
H -0.859 3.736 -2.715
H -1.310 1.908 -2.783
H -3.215 3.774 -1.955
H -1.662 3.322 0.915
H -2.358 4.912 0.107
H -3.522 3.612 0.822
H -4.415 1.842 -2.920
H -5.138 2.739 -1.328
H -5.433 1.200 1.140
H -6.830 -1.101 2.065
H -7.571 -3.027 0.160
H -6.901 -2.769 -2.650
H -5.447 -0.439 -3.470
H -0.296 0.254 1.923
H 1.443 0.004 -2.646
H -0.439 -0.074 -2.521
H 1.208 -2.355 -2.410
H -1.143 -3.138 -0.586
H -1.732 -1.726 -1.831
H -0.921 -3.313 -2.452
H 2.734 -3.848 -0.006
H 1.228 -4.242 -1.072
H 0.754 -6.622 0.694
H -0.531 -7.338 3.145
H -1.225 -5.463 5.072
H -0.680 -2.678 4.549
H 0.546 -1.914 2.184
H 3.870 -0.316 -1.400
H 4.740 1.568 -0.265
F 4.918 -2.144 -1.372
P 5.429 -3.067 -2.520
F 6.011 -3.663 -1.202
F 6.880 -3.055 -3.088
F 3.948 -3.218 -2.981
F 5.295 -4.526 -3.051
F 5.522 -1.800 -3.421
```

Values from the calculation:
frontier orbital gap = 5.748 eV
highest occupied orbital energy = -8.30 eV
charge = 0

---

No. 5
# C30H35Br2CdN4O2Si2

A molecular structure, C30H35Br2CdN4O2Si2 in a non-equilibrium geometry (ωB97M-V/def2-TZVPD, OMol25).

Structure (XYZ):
```
76
C30H35Br2CdN4O2Si2 (ωB97M-V/def2-TZVPD)
Cd -0.475 -0.600 0.028
C -0.266 -0.354 -4.754
C -0.125 -0.885 -3.350
N -0.667 -0.294 -2.340
N -1.306 0.865 -2.544
C -2.179 1.195 -1.592
O -2.576 0.435 -0.683
C -2.759 2.561 -1.743
C -2.409 3.398 -2.799
C -2.995 4.645 -2.920
C -3.920 5.076 -1.981
C -4.259 4.254 -0.918
C -3.687 3.002 -0.805
C 0.612 -2.120 -3.124
C 1.737 -2.458 -3.895
C 2.386 -3.652 -3.653
C 1.878 -4.505 -2.683
C 0.765 -4.087 -1.969
N 0.158 -2.931 -2.163
H -1.272 0.043 -4.865
H 0.430 0.466 -4.925
H -0.093 -1.131 -5.494
H -1.677 3.053 -3.512
H -2.730 5.290 -3.751
H -4.378 6.050 -2.083
H -4.975 4.589 -0.180
H -3.952 2.330 -0.003
H 2.115 -1.768 -4.636
H 3.270 -3.925 -4.214
H 2.331 -5.467 -2.492
H 0.326 -4.719 -1.208
Br -2.735 0.412 4.757
C -1.968 1.708 3.598
C -2.022 3.041 3.947
C -1.480 3.987 3.106
Br -1.578 5.823 3.631
C -0.872 3.626 1.894
C -0.358 4.539 0.949
C 0.214 4.076 -0.204
C 0.313 2.692 -0.396
N -0.158 1.822 0.462
C -0.776 2.239 1.573
C -1.367 1.210 2.421
O -1.351 -0.010 2.134
H -2.500 3.338 4.870
H -0.426 5.603 1.141
H 0.592 4.757 -0.951
H 0.790 2.288 -1.280
C -1.418 -3.435 1.117
Si 0.360 -3.149 1.774
C 1.298 -4.837 1.758
C 0.188 -2.626 3.601
C 1.205 -1.863 0.687
Si 2.693 -0.956 1.371
C 2.351 0.278 2.791
C 3.547 0.050 -0.024
C 4.056 -2.176 1.986
H -2.002 -2.539 1.326
H -1.924 -4.280 1.580
H -1.420 -3.588 0.039
H 0.652 -5.669 2.017
H 2.115 -4.826 2.471
H 1.725 -5.042 0.781
H -0.349 -3.361 4.193
H -0.368 -1.696 3.642
H 1.158 -2.466 4.063
H 1.535 -2.367 -0.222
H 2.044 1.249 2.415
H 3.230 0.428 3.412
H 1.554 -0.088 3.426
H 2.806 0.634 -0.565
H 4.043 -0.608 -0.731
H 4.294 0.735 0.370
H 3.791 -2.627 2.936
H 5.024 -1.699 2.111
H 4.185 -2.985 1.273
```

Values from the calculation:
frontier orbital gap = 6.961 eV
highest occupied orbital energy = -4.47 eV
charge = -1

---

No. 6
# C4H12O2Si

2 unconnected molecules or ions with the total composition C4H12O2Si in a non-equilibrium geometry (ωB97M-V/def2-TZVPD, OMol25).

Structure (XYZ):
```
19
C4H12O2Si (ωB97M-V/def2-TZVPD)
C 2.987 1.444 1.861
C -1.773 0.281 0.890
C 0.526 -1.581 0.303
C -1.127 -0.214 -2.053
O 3.272 0.691 1.011
O 0.564 1.194 -0.426
Si -0.434 -0.058 -0.306
H 3.190 1.233 3.028
H 1.506 1.254 -0.328
H 2.388 2.285 1.702
H -2.646 0.893 0.590
H -2.335 -0.720 0.869
H -1.426 0.620 1.823
H 1.020 -1.305 1.235
H 0.040 -2.548 0.432
H 1.364 -1.662 -0.371
H -0.583 0.295 -2.762
H -1.456 -1.165 -2.325
H -2.109 0.436 -1.830
```

Values from the calculation:
frontier orbital gap = 10.463 eV
relative energy (zero: lowest compared OMol25 entry of this formula, charge and spin) = 43.77 kcal/mol
highest occupied orbital energy = -9.88 eV
charge = 0

---

No. 7
# CH4N2O

2 unconnected molecules or ions with the total composition CH4N2O in a non-equilibrium geometry (ωB97M-V/def2-TZVPD, OMol25).

Structure (XYZ):
```
8
CH4N2O (ωB97M-V/def2-TZVPD)
C -1.794 0.419 0.022
N -2.134 -0.645 0.328
N 1.079 -0.356 -0.047
O 1.031 0.966 0.357
H -1.267 1.228 -0.249
H 0.099 -0.670 0.261
H 1.927 -0.615 0.455
H 1.059 -0.327 -1.127
```

Values from the calculation:
frontier orbital gap = 9.523 eV
relative energy (zero: lowest compared OMol25 entry of this formula, charge and spin) = 115.38 kcal/mol
highest occupied orbital energy = -8.89 eV
charge = 0

---

No. 8
# C25H29IrN7O5S

A molecular structure, C25H29IrN7O5S in a non-equilibrium geometry (ωB97M-V/def2-TZVPD, OMol25).

Structure (XYZ):
```
68
C25H29IrN7O5S (ωB97M-V/def2-TZVPD)
Ir -1.037 -0.247 -1.004
O -3.643 -3.238 3.990
C -3.137 -2.661 2.919
C -3.858 -2.480 1.727
C -3.230 -1.832 0.689
N -1.990 -1.389 0.751
C -1.278 -1.579 1.861
C -1.805 -2.204 2.966
C 0.162 -1.052 1.727
O 0.778 -0.716 2.716
O 0.546 -0.990 0.516
C -3.912 -1.608 -0.703
O -5.024 -2.043 -0.843
O -3.155 -1.011 -1.512
H -4.562 -3.529 3.878
H -4.873 -2.827 1.608
H -1.213 -2.344 3.857
C -2.289 -0.548 -4.384
C -1.961 0.807 -3.894
N -1.262 1.108 -2.803
C -1.172 2.476 -2.766
C -1.825 3.000 -3.838
N -2.315 1.933 -4.534
H -2.518 -1.193 -3.540
H -1.459 -0.973 -4.950
H -3.158 -0.512 -5.034
H -0.637 2.991 -1.994
H -1.956 4.014 -4.157
H -2.883 1.987 -5.364
C 2.406 -0.840 -3.793
C 2.629 -2.064 -2.890
C 4.003 -2.000 -2.227
C 2.516 -3.361 -3.707
N 1.647 -2.128 -1.834
N 0.294 -2.052 -2.086
H 3.061 -0.910 -4.657
H 2.634 0.075 -3.253
H 1.380 -0.776 -4.151
H 4.777 -1.916 -2.985
H 4.191 -2.904 -1.652
H 4.084 -1.141 -1.566
H 3.309 -3.394 -4.447
H 1.565 -3.440 -4.228
H 2.627 -4.223 -3.055
H 1.901 -1.842 -0.893
H -0.207 -2.769 -1.553
H 0.111 -2.160 -3.085
S -0.022 3.910 4.108
C -0.180 2.958 2.644
C 0.886 2.404 1.941
C 0.631 1.773 0.741
N -0.599 1.619 0.244
C -1.628 2.138 0.920
C -1.467 2.820 2.108
C 1.479 3.282 4.876
C 1.266 2.495 5.998
C 2.384 2.011 6.671
N 3.592 2.287 6.256
C 3.820 3.028 5.200
C 2.770 3.571 4.460
H 1.899 2.463 2.299
H 1.449 1.380 0.157
H -2.612 2.026 0.476
H -2.320 3.239 2.618
H 0.269 2.276 6.343
H 2.286 1.401 7.559
H 4.856 3.205 4.941
H 2.974 4.217 3.620
```

Values from the calculation:
frontier orbital gap (alpha / beta) = 3.999 / 4.374 eV
relative energy (zero: lowest compared OMol25 entry of this formula, charge and spin) = 110.11 kcal/mol
spin multiplicity = 2
⟨S²⟩ = 0.77
highest occupied orbital energy (alpha / beta) = -13.51 / -13.51 eV
charge = +2